{"formula": "C32H62BF7N4O20P", "method": "ωB97M-V with the def2-TZVPD basis set", "species": ["H", "O", "C", "C", "H", "H", "C", "H", "H", "H", "N", "H", "O", "P", "N", "H", "C", "H", "H", "C", "H", "O", "C", "F", "O", "H", "H", "N", "H", "H", "C", "C", "F", "C", "H", "H", "H", "H", "H", "C", "H", "C", "O", "C", "H", "H", "F", "H", "C", "C", "O", "C", "H", "C", "H", "H", "H", "H", "C", "O", "C", "H", "O", "C", "C", "H", "C", "H", "F", "C", "C", "H", "H", "H", "C", "H", "C", "B", "H", "O", "C", "O", "F", "H", "O", "H", "H", "H", "H", "H", "C", "H", "O", "O", "C", "H", "C", "H", "O", "F", "H", "C", "O", "H", "F", "H", "H", "H", "O", "H", "O", "H", "C", "H", "O", "H", "O", "O", "H", "H", "H", "H", "C", "H", "H", "H", "N"], "xyz": [[9.69094, -2.26155, 5.65846], [6.95201, -1.07343, 3.27133], [-5.68470, 0.28718, 5.28325], [7.07447, -0.03372, 2.30111], [-3.78161, -3.33033, -6.55900], [-3.03359, 6.31886, -2.35208], [8.53601, -1.17214, 7.14049], [6.14817, -1.89555, -1.06320], [-4.20434, -0.85104, -6.67294], [4.96832, -2.84731, 1.63625], [1.57612, -1.25605, -0.61474], [9.55723, 4.09389, 0.82919], [7.57510, -0.57580, -0.44900], [0.27785, -3.44266, 0.55806], [2.73170, 0.59185, -1.57329], [-1.57530, -1.90465, -11.64339], [1.58476, -3.45588, -1.91864], [-5.27603, 0.74852, -3.52195], [-5.64093, -0.54698, 5.98806], [-3.30837, -2.64948, -5.84839], [6.56380, -0.67116, -2.26997], [7.67734, 1.44945, -1.47138], [8.68206, -2.24457, 6.07830], [-1.33076, -5.16895, -2.01644], [8.95183, -0.42271, 4.12153], [-3.60985, 0.87055, 5.50040], [-5.19039, 2.50848, -3.35158], [2.57859, -1.30361, -2.99820], [-8.42300, 7.73101, 5.27302], [-1.37875, 6.46834, -1.73791], [-7.43778, 3.32328, 2.40595], [-2.28945, 5.87146, -1.69039], [-2.75927, -1.89562, -2.62360], [-9.46445, 5.89502, 5.72328], [-6.46940, 3.82691, 2.44112], [8.03710, 3.32805, 0.34312], [-9.41855, 5.05796, 6.42457], [-2.31630, -3.05287, -5.63848], [-4.64162, 2.11893, 4.82269], [-8.43085, 4.51974, 4.12892], [2.21546, -3.12126, -4.02597], [-2.96573, 3.66789, -1.96473], [-4.68813, -1.39630, 2.38220], [7.97440, -1.12570, 4.14093], [6.28226, -0.16796, 1.56487], [-3.65095, -3.19781, 2.58607], [-0.32194, -1.33375, -3.05689], [-8.51083, 7.34599, 7.00688], [-0.55570, -1.83342, -1.74195], [-3.21780, -1.24764, -6.42008], [3.89381, -2.21101, -0.12229], [-3.66230, -2.29707, 1.96942], [-0.31701, -1.51969, 1.36421], [9.00819, 3.15096, 0.81110], [3.60531, -3.19599, -2.86289], [-10.44713, 6.35688, 5.83703], [9.21709, -1.35829, 7.97288], [1.97973, 1.27410, -1.38787], [-2.88286, -1.66422, -8.70435], [-9.38497, 5.42921, 4.37027], [-8.38666, 6.92326, 6.00806], [-7.63859, 3.03173, 1.37520], [-4.02677, 3.89142, -1.44215], [-1.87183, -2.70746, -1.85988], [-2.35060, -2.13577, -10.91316], [-3.99197, 1.38478, -1.43731], [-4.65252, -1.09527, 3.69036], [8.50213, -3.22492, 6.52386], [-3.12531, -4.35686, -3.07902], [-4.59871, 1.60489, -3.51143], [-1.77328, -4.05155, -2.70841], [9.96181, 2.37079, -0.97781], [2.24488, -4.09925, -1.23446], [5.57449, -0.23544, -0.83422], [6.40231, -0.84626, -1.20430], [3.71185, 0.87822, -1.64759], [2.55187, -2.78559, -2.98228], [2.66207, -1.63610, 0.36223], [8.81376, 2.83291, 1.83846], [-5.60409, -0.18342, 3.93119], [9.79165, 2.08894, 0.06414], [9.13611, 0.81402, 0.14584], [-0.91341, -0.67936, -0.98963], [-2.64621, 5.86708, -0.65921], [7.70325, -2.07898, 5.04289], [-7.39084, 6.47940, 5.94443], [-6.66546, 0.75351, 5.39640], [-7.42516, 2.42256, 3.02231], [-2.69305, -1.79740, 2.00311], [8.75293, -0.18193, 6.73429], [4.37230, -3.26817, 0.75301], [-3.89358, -2.65145, -4.92703], [-2.57755, 2.49823, -2.49713], [-1.93918, -1.60135, -9.65476], [8.09536, 0.64511, -0.67666], [-2.78314, -0.57766, -5.67436], [-3.54468, 1.44179, -2.43318], [-0.77904, -4.39648, 0.28345], [-3.88339, -1.55119, 4.49802], [-2.58189, -2.87263, -0.65094], [6.94153, 0.93943, 2.78058], [-4.60594, 1.31473, 5.56172], [2.59276, -1.41477, 1.78531], [8.03142, -0.08062, 1.78985], [-1.05722, -3.93197, -3.91924], [0.95187, -4.22528, -2.48739], [-4.72926, 1.74254, 6.55822], [1.39113, -4.22999, 1.01397], [-4.00570, -2.07366, -8.85004], [-3.28646, -1.68671, -11.24924], [-7.66036, 4.06535, 4.94066], [7.51131, -1.14372, 7.51902], [2.30576, -0.68907, -1.73695], [-3.86794, -2.58715, 0.94213], [-2.34888, -1.21288, -7.55805], [10.77164, 1.96602, 0.52851], [-8.46557, 4.22056, 2.81971], [-1.97200, 4.55278, -2.13714], [-2.44928, -3.22080, -10.84181], [2.32633, -2.23087, 2.25395], [-4.13074, 1.70057, -4.49464], [-3.00050, 0.50964, -2.59575], [0.72365, -2.44335, -1.03820], [3.58110, -4.01388, 1.07341], [5.13819, -3.86454, 0.14256], [2.04572, -0.88912, -3.77095], [-0.34146, -2.49572, 1.71403]], "atomic_forces_ev_per_a": [[-0.1697, 0.1447, -0.1167], [0.0386, -0.1746, 0.1010], [0.0201, 0.3849, 0.6252], [-0.0097, 0.3536, 0.0239], [-0.0733, 0.1220, 0.0601], [-0.0383, -0.0757, 0.1666], [-0.1084, 0.2946, -0.1037], [0.2064, 0.1287, 0.1695], [0.1109, -0.1316, -0.1529], [-1.1989, -0.5147, -1.0860], [2.0095, -0.2649, -3.3232], [0.0076, -0.0923, 0.0005], [0.1666, 0.1216, -0.5042], [-3.1355, 2.0238, 2.6644], [-1.0875, -0.4501, 0.2029], [0.0645, 0.0815, 0.2844], [0.3237, -0.9154, -0.4699], [0.0612, 0.0192, 0.0179], [0.1374, -0.0292, -0.2176], [-0.0995, -0.2099, -0.2470], [-0.0074, 0.1566, 0.1186], [-0.1105, -0.3297, 0.1312], [0.3920, -0.0022, 0.6209], [-0.3015, 2.4623, -1.1825], [-0.2608, -0.1593, -0.1276], [-0.1096, -0.0765, 0.0950], [0.0164, -0.1212, 0.0969], [-1.2255, -0.2225, 4.0131], [-0.1419, -0.0045, 0.1033], [0.0239, -0.2743, -0.1150], [0.3022, -0.3118, -0.2164], [-0.0144, 0.5297, 0.1294], [1.9031, -1.4657, 1.1767], [0.0255, 0.3382, 0.5644], [-0.0403, -0.1195, 0.1203], [0.1306, 0.0347, -0.0837], [0.1300, -0.0180, -0.2036], [-0.0544, 0.1962, 0.0039], [-0.1780, 0.0149, 0.1229], [-0.0432, 0.2763, -0.0608], [0.4963, 0.5953, 1.4909], [-0.0581, 0.0830, -0.1900], [-0.1414, -0.0071, 0.2281], [-0.0117, -0.0731, 0.3861], [-0.0689, -0.1966, 0.2867], [0.0928, 0.1873, 0.0880], [0.1219, -1.2221, 2.3058], [-0.0430, -0.0258, -0.0627], [-0.5777, 2.0420, 0.5706], [-0.2746, -0.1516, 0.4675], [-3.3194, 0.1487, 0.6427], [0.1728, -0.1367, -0.0825], [-0.0130, -0.5517, 0.6910], [-0.3592, -0.0782, 0.0261], [-1.3161, 0.7541, 0.0368], [0.0302, -0.1346, -0.3091], [-0.0478, -0.0378, -0.0585], [0.9971, -0.3687, 0.7453], [0.1286, -0.1323, -0.0603], [0.1165, -0.4393, -0.1723], [0.2875, -0.0268, -0.1457], [-0.1936, 0.2157, 0.1076], [0.3156, -0.1040, -0.0696], [-2.6753, 1.5285, -0.5568], [-0.0436, -0.1551, -0.5118], [0.0521, 0.2153, -0.0747], [-0.1079, 0.3614, 0.1054], [-0.2118, 0.0487, -0.2645], [3.4520, 0.7358, 0.9639], [-0.0764, 0.2690, -0.0810], [-2.5868, -2.3305, -1.8037], [-0.2098, -0.1591, 0.0492], [-1.0219, 1.0998, -0.7483], [0.0442, 0.0308, -0.0629], [-0.0415, -0.2178, -0.2927], [-0.6940, -0.0944, -0.8334], [-0.1496, -1.1957, -1.3922], [2.7169, -0.1544, 3.3535], [0.1963, 0.0333, -0.0189], [0.0800, -0.4493, -0.2754], [0.3544, 0.7878, 0.1115], [-0.3361, -0.3991, -0.5754], [0.4243, -2.2280, -1.3897], [-0.0945, -0.0798, -0.1644], [-0.0219, 0.0862, -0.5324], [-0.1109, -0.0528, 0.0904], [0.0334, -0.1175, -0.3192], [0.0647, 0.1610, 0.0406], [-0.0782, -0.1984, 0.1611], [0.1008, -0.1180, -0.0009], [2.3441, -0.7992, 0.2377], [0.0232, 0.0312, -0.0673], [0.2372, 0.1751, 0.2645], [-0.2133, 0.1116, 0.3674], [0.4637, 0.3350, 0.2052], [0.1778, 0.0439, -0.2585], [-0.5054, -0.3919, -0.1290], [1.2950, 0.0891, -0.6246], [-0.1802, -0.0037, -0.2451], [2.5086, -0.2907, -2.6009], [0.1245, -0.0532, 0.0017], [0.3248, -0.0208, -0.1455], [-0.6315, -1.0993, -2.9843], [-0.0930, 0.0051, 0.3677], [-1.1862, -0.0714, 3.2889], [0.6188, 1.2817, 0.9938], [-0.0571, -0.0095, -0.0778], [-0.0966, 0.1561, -0.9299], [0.2581, 0.1582, 0.0740], [0.0316, -0.1224, 0.1601], [-0.2551, 0.0255, -0.3042], [0.0855, -0.1475, 0.0467], [-0.3423, -0.3508, -1.5190], [-0.3701, 0.2400, 0.2506], [0.0122, 0.1440, -0.2461], [-0.1839, -0.3212, -0.0055], [-0.0845, 0.0558, 0.4522], [-0.1261, -0.3896, 0.0940], [-0.1476, 0.1140, 0.0071], [0.0079, 0.7719, 0.1964], [0.0219, -0.1392, 0.0592], [0.2184, 0.2758, 0.0096], [0.8803, -1.1345, -0.8793], [0.7278, 1.1254, -0.2843], [-1.1672, 0.8460, 0.7567], [0.7668, 0.3290, 0.3239], [1.4565, -0.4366, -2.1573]], "largest_force_ev_per_a": 4.59, "total_charge": 1, "homo_ev": -11.886, "homo_lumo_gap_ev": 6.84}